# C11H14BN

C11H14BN in the gas phase at a distorted geometry (wB97M-V/def2-TZVPD, OMol25).

Last column: natural (NBO) charge in e.
Geometry (Å):
B1 -0.89336 -0.04484 -0.17604  0.78
C1 4.19390 0.04870 -0.05980  -0.24
C2 3.76978 -1.05809 0.68842  -0.19
C3 3.19970 0.91683 -0.55849  -0.16
C4 2.44619 -1.33977 0.83624  -0.27
C5 1.84705 0.60141 -0.48429  -0.15
C6 1.46234 -0.62612 0.19136  0.27
C7 -0.45737 1.35490 -0.94827  -0.48
C8 0.88819 1.56427 -0.90318  -0.12
C9 -3.08984 -0.44256 1.29696  -0.60
C10 -3.38029 0.25060 -0.99533  -0.59
C11 -2.39632 -0.50745 -0.06594  -0.55
N1 0.13791 -0.79664 0.46686  -0.79
H1 5.23129 0.34953 -0.19192  0.22
H2 4.54072 -1.66949 1.15725  0.22
H3 3.55104 1.85582 -1.03083  0.21
H4 2.18066 -2.19191 1.52082  0.21
H5 -1.15725 2.02783 -1.30380  0.21
H6 1.36204 2.61045 -1.03303  0.20
H7 -3.34312 0.67006 1.47316  0.21
H8 -2.68560 -0.92986 2.22130  0.21
H9 -4.03246 -0.86580 1.03559  0.20
H10 -4.42715 -0.18367 -0.80883  0.20
H11 -3.55633 1.32588 -0.97008  0.21
H12 -2.94163 0.12056 -1.91142  0.21
H13 -2.32739 -1.45800 -0.48135  0.21
H14 -0.12269 -1.58264 1.03464  0.40

The calculation puts the LUMO energy at 0.7 eV. The HOMO energy comes out at -8.28 eV. The energy above the lowest of the compared OMol25 structures with the same formula, charge and spin is 0.6 kcal/mol. As for the total energy: -507.1693 Ha. Its HOMO-LUMO gap is 8.94 eV.

***

# C11H14BN7Sr

C11H14BN7Sr as an isolated structure at a distorted geometry (wB97M-V/def2-TZVPD, OMol25).

Last column: Löwdin charge in e.
Geometry (Å):
H1 -3.66916 -0.91624 1.53008  0.09
N1 -1.67393 -0.84610 0.72513  0.00
B1 0.55518 -1.55000 -0.35613  -0.49
N2 -0.85015 -1.85374 0.25252  -0.03
C1 -1.46333 -3.05173 0.37880  -0.07
Sr1 -0.54765 1.93180 0.80094  1.38
H2 -0.95727 -3.95028 0.06167  0.12
C2 -2.72426 -2.83781 0.94036  -0.07
H3 -3.48251 -3.56156 1.18121  0.09
C3 -2.81723 -1.44888 1.12440  -0.17
H4 1.13669 -2.55602 -0.63255  0.11
C4 1.27536 3.55493 0.18174  -0.38
H5 0.80756 4.36408 0.80594  -0.08
H6 1.27354 3.88575 -0.86806  -0.08
H7 2.31282 3.43737 0.53363  -0.07
N3 1.41000 -0.77250 0.70833  0.00
N4 0.39262 -0.66436 -1.62858  -0.04
N5 0.94748 0.49168 1.17918  -0.27
N6 -0.09255 0.63083 -1.52141  -0.03
C5 2.60008 -1.05799 1.27375  -0.06
C6 0.64265 -0.96514 -2.92162  -0.08
H8 3.10839 -1.98923 1.02423  0.13
H9 1.01769 -1.93896 -3.19255  0.11
C7 2.95859 -0.00437 2.12299  -0.06
C8 0.33821 0.15998 -3.69749  -0.07
C9 1.93157 0.93992 2.03725  -0.16
C10 -0.10682 1.13619 -2.77468  -0.14
H10 3.86180 0.05382 2.71088  0.09
H11 0.42716 0.25383 -4.75913  0.08
H12 1.89033 1.94738 2.47573  0.10
H13 -0.40983 2.15175 -2.98890  0.10
H14 -2.71333 0.89680 1.61330  0.02
N7 -4.01099 2.44382 0.53159  0.10
C11 -3.36872 1.68495 1.14746  -0.17

The calculation puts the LUMO energy at -0.3 eV. The HOMO energy comes out at -6.67 eV. The energy above the lowest of the compared OMol25 structures with the same formula, charge and spin is 0.0 kcal/mol. As for the total energy: -866.4033 Ha. Its HOMO-LUMO gap is 6.35 eV.